(1)
A molecular structure, CH2O6P at a distorted geometry, computed with the ωB97M-V functional and the def2-TZVPD basis.

Values from the calculation:
HOMO-LUMO gap, eV: 9.662
Total charge: -1
E, eV: -22648.410
HOMO, eV: -5.9300
Energy relative to the best compared isomer or geometry (same formula, charge and spin), kcal/mol: 21.1

Cartesian coordinates (Å):
C -1.268 0.651 0.151
O 1.808 -0.009 -1.333
O 1.695 -0.373 1.195
O -0.196 -1.316 -0.286
O -0.076 1.160 -0.112
O -2.206 0.925 -0.547
O -1.491 0.072 1.372
P 0.864 -0.302 -0.043
H 1.485 -0.504 -2.212
H -0.615 -0.303 1.817

(2)
A gas-phase ion, C4H7N2S (charge +1) at a distorted geometry, computed with the ωB97M-V functional and the def2-TZVPD basis.

Values from the calculation:
HOMO-LUMO gap, eV: 9.057
Total charge: +1
E, eV: -18067.821
HOMO, eV: -13.3454
Energy relative to the best compared isomer or geometry (same formula, charge and spin), kcal/mol: 59.3

Cartesian coordinates (Å):
C -1.835 -0.646 0.074
C -0.522 -0.915 -0.187
C -1.108 1.382 -0.455
C 2.414 -0.232 0.566
N -2.144 0.632 -0.192
N 0.068 0.214 -0.564
S 1.678 0.384 -1.024
H -2.613 -1.278 0.410
H 0.066 -1.955 -0.045
H -0.816 2.298 -0.878
H 2.329 -1.361 0.778
H 1.968 0.290 1.310
H 3.525 0.048 0.378
H -3.009 1.140 -0.172